{"formula": "C5H7NOS", "method": "ωB97M-V with the def2-TZVPD basis set", "e_above_lowest_kcal_mol": 92.3, "e_tot_ev": -19667.6007, "gap_ev": 8.68, "multiplicity": 1, "mol_weight_da": 129.18, "symbols": ["C", "C", "C", "C", "C", "H", "H", "H", "H", "H", "H", "H", "N", "O", "S"], "xyz": [[1.556130, -0.518302, 0.312364], [-0.222788, -1.176138, 0.028788], [-0.992188, -0.183766, -0.844945], [-0.318755, 1.079874, -0.799243], [0.400407, -0.164621, 1.032841], [-0.701559, -2.108889, 0.558821], [-1.900674, 0.000528, -0.220483], [-1.126956, -0.685890, -1.865644], [0.644814, 1.129194, -1.158350], [-0.868116, 1.901980, -1.206913], [-1.258059, 1.183557, 1.098290], [0.716106, -0.102981, 2.185592], [-0.158970, 1.119254, 0.643820], [1.130320, -1.443189, -0.492896], [3.100287, -0.030611, 0.727957]], "forces_ev_per_a": [[7.1150, 1.3301, 1.2644], [-1.7420, -1.7293, 2.2648], [-2.0929, -4.7591, -2.2704], [-0.4500, 0.8871, 1.9322], [-1.9062, 1.8312, 2.6212], [0.6868, 1.6208, -1.8734], [-0.1191, -0.6864, -1.3041], [-0.4682, 0.8466, 1.2684], [2.1817, -0.1160, -1.3481], [-0.4413, 0.4999, -0.0011], [4.1522, -0.1952, -1.3390], [-1.6101, -0.9092, -2.4059], [-2.9034, 2.7478, 3.2687], [-1.1561, -0.6907, -0.9194], [-1.2463, -0.6776, -1.1584]], "lowdin_charge": [-0.909, -0.178, -0.162, -0.231, -0.332, 0.190, 0.132, 0.154, 0.099, 0.129, 0.201, 0.200, -0.035, 0.054, 0.687]}

{"formula": "C57H44O19", "method": "ωB97M-V with the def2-TZVPD basis set", "e_above_lowest_kcal_mol": 0.0, "e_tot_ev": -98689.4660, "smiles": "O=C1C=CC(=O)C=C1.O=C1C=CC(=O)C=C1.O=C1C=CC(=O)C=C1.O=C1C=CC(=O)C=C1.O=C1C=CC(=O)C=C1.O=C1C=CC(=O)C=C1.O=C1C=CC(=O)C=C1.O=C1C=CC(=O)C=C1.O=C1C=CC(=O)C=C1.CC(C)O", "gap_ev": 7.15, "multiplicity": 1, "mol_weight_da": 1032.96, "symbols": ["O", "C", "C", "C", "C", "O", "C", "C", "H", "H", "H", "H", "O", "C", "C", "C", "C", "O", "C", "C", "H", "H", "H", "H", "O", "C", "C", "C", "C", "O", "C", "C", "H", "H", "H", "H", "O", "C", "C", "C", "C", "O", "C", "C", "H", "H", "H", "H", "O", "C", "C", "C", "C", "O", "C", "C", "H", "H", "H", "H", "O", "C", "C", "C", "C", "O", "C", "C", "H", "H", "H", "H", "O", "C", "C", "C", "C", "O", "C", "C", "H", "H", "H", "H", "O", "C", "C", "C", "C", "O", "C", "C", "H", "H", "H", "H", "O", "C", "C", "C", "C", "O", "C", "C", "H", "H", "H", "H", "C", "C", "C", "O", "H", "H", "H", "H", "H", "H", "H", "H"], "xyz": [[3.796487, 0.903392, 0.969576], [3.296825, 1.421027, 1.857624], [3.810783, 1.402968, 3.251190], [3.035271, 1.924359, 4.465388], [1.747459, 2.814543, 4.269690], [1.224198, 3.445166, 5.175616], [1.314068, 2.885618, 2.845026], [1.948648, 2.079823, 1.827416], [4.817547, 0.910933, 3.346003], [3.336314, 1.630206, 5.505689], [0.653465, 3.777225, 2.682727], [1.427303, 2.243304, 0.659578], [-4.885849, -1.476236, 1.487359], [-4.660953, -2.508419, 2.145714], [-3.207163, -2.856969, 2.587411], [-3.057987, -4.183855, 3.227769], [-3.949094, -5.216718, 3.249788], [-3.802346, -6.387523, 3.626884], [-5.375961, -4.788297, 2.792806], [-5.683443, -3.404739, 2.515116], [-2.336205, -2.356902, 2.526607], [-1.989861, -4.472574, 3.631928], [-6.275483, -5.546059, 3.224594], [-6.792710, -3.267114, 2.434035], [4.173465, -2.730466, 6.242696], [3.206930, -2.060761, 5.753364], [3.187051, -2.059540, 4.125486], [1.932981, -1.430042, 3.598152], [0.776079, -1.047761, 4.397205], [-0.358654, -0.669579, 3.896498], [0.906701, -0.996304, 5.862053], [2.110931, -1.427089, 6.381974], [3.997686, -2.527224, 3.542855], [1.679285, -1.421281, 2.533711], [0.155278, -0.401287, 6.503863], [2.098623, -1.559363, 7.593157], [1.254222, -1.093850, -4.487332], [1.460148, -2.270639, -4.604822], [2.793223, -2.728264, -5.252719], [3.089866, -4.199640, -5.448575], [2.077721, -5.150915, -4.969908], [2.455613, -6.393826, -5.172407], [0.810420, -4.774096, -4.449407], [0.566665, -3.365879, -4.100109], [3.249506, -1.938156, -5.733521], [4.012710, -4.642003, -6.095812], [0.226489, -5.667422, -4.002039], [-0.421225, -2.886781, -3.715567], [4.352412, 2.101764, -2.635482], [3.491696, 2.817225, -3.382152], [3.752658, 4.146016, -4.026527], [2.735489, 4.961827, -4.793357], [1.520247, 4.245213, -5.264811], [0.625230, 4.852263, -5.907742], [1.204019, 2.995898, -4.578828], [2.196346, 2.266077, -3.677988], [4.943895, 4.444149, -3.896138], [3.162550, 5.843538, -5.371523], [0.225220, 2.356087, -4.739818], [1.859683, 1.154717, -3.235744], [0.167694, 7.196707, -3.132679], [-0.120730, 6.304408, -2.261993], [0.451358, 6.455638, -0.861599], [0.178833, 5.398744, 0.163720], [-0.641022, 4.155035, -0.145851], [-0.869682, 3.272815, 0.615574], [-1.073416, 4.070257, -1.607703], [-0.789984, 5.096445, -2.561831], [1.199302, 7.432102, -0.535433], [0.761620, 5.637562, 1.065637], [-1.869745, 3.324465, -1.907143], [-1.015522, 5.246556, -3.540108], [-5.545450, 0.783267, 4.938935], [-4.832554, 1.682616, 4.499437], [-4.860265, 3.133134, 5.089909], [-3.788087, 4.084766, 4.685032], [-2.584664, 3.828129, 3.905862], [-1.641253, 4.590084, 3.535150], [-2.728566, 2.477812, 3.319626], [-3.693061, 1.414792, 3.689530], [-5.583656, 3.508885, 5.659007], [-3.870476, 5.191414, 5.107262], [-1.840340, 2.127261, 2.731535], [-3.555853, 0.451648, 3.255845], [-5.933644, 2.188331, -4.208544], [-5.250637, 1.242451, -3.902221], [-4.329237, 0.597650, -4.929902], [-3.286417, -0.421468, -4.434249], [-3.341939, -0.925816, -3.047699], [-2.572025, -1.741901, -2.715678], [-4.120532, -0.145881, -2.079734], [-5.209415, 0.648960, -2.515494], [-4.524197, 0.859912, -6.030523], [-2.701218, -0.950103, -5.173496], [-4.358837, -0.729395, -1.003521], [-5.890392, 1.006768, -1.894530], [3.003415, -6.166096, 0.246008], [3.328288, -5.048882, -0.340027], [3.966106, -5.043261, -1.669434], [4.401927, -3.650445, -2.201762], [4.106354, -2.360175, -1.519831], [4.370569, -1.328119, -2.115799], [3.630400, -2.554331, -0.145061], [3.096630, -3.825774, 0.362477], [4.219660, -5.945885, -2.243764], [5.067165, -3.748968, -3.115189], [3.902601, -1.491533, 0.472165], [2.843120, -3.651147, 1.365397], [0.272246, -2.264861, -0.434731], [0.059746, -0.770942, -0.758681], [-0.890133, -0.060522, 0.154597], [1.301417, -0.075432, -0.473756], [0.739712, -2.517850, 0.582375], [0.961283, -2.549027, -1.090120], [-0.547112, -2.875604, -0.470473], [-0.019973, -0.591926, -1.677441], [-1.664054, -0.771876, 0.624550], [-1.501365, 0.681707, -0.445316], [-0.700206, 0.653925, 1.141503], [1.813736, -0.252786, -1.214039]], "forces_ev_per_a": [[2.9640, -2.5805, -4.8404], [-4.3274, 2.6316, 6.2089], [-1.3745, 1.5962, 5.5085], [2.1023, -1.8086, -4.2638], [1.5588, -0.7742, 0.0350], [0.6851, -0.9625, -0.9360], [2.1668, -1.2354, -2.1903], [-4.2810, 4.3516, -1.7918], [-1.2037, 0.3974, 0.3685], [-0.0678, 0.5918, -1.1926], [0.0057, -1.6098, -0.3431], [1.8611, -0.7001, 3.6414], [0.4714, -1.6213, 1.1360], [2.5889, 3.2958, -1.4457], [-4.2293, -7.7607, 2.7921], [5.8425, 6.3031, -1.3786], [-5.2123, -3.5430, -0.4298], [0.4829, 2.1154, -0.4633], [-2.1915, 2.1287, 2.1289], [-1.9520, -6.9433, 0.9643], [2.3781, 2.4756, -0.4775], [-2.1017, 0.7594, -0.9142], [2.6062, 2.1219, -1.7841], [1.4123, 0.7831, -0.1487], [-3.6702, 2.7330, -0.6222], [4.7655, -3.6877, -3.8713], [-5.8175, 3.0387, 0.9829], [4.4157, -3.3141, 0.2069], [-4.1198, 2.2318, -0.5270], [4.2843, -1.6635, 1.1807], [2.1190, 0.6389, 1.1049], [-3.5715, 0.2314, 5.1174], [-0.5500, 0.4879, 0.3616], [0.5033, 0.0729, 0.1008], [1.0892, -1.5384, -1.2199], [0.4740, 0.7473, -3.0087], [-0.7295, 0.5421, 0.2203], [2.5365, -2.4375, -0.3090], [-1.4574, -7.0248, -0.1340], [0.2144, 6.0118, -0.6358], [4.1125, -5.0316, -2.3104], [-2.3471, 4.4312, 1.2765], [-2.3563, 3.5622, 3.7207], [-1.4525, -2.9022, -1.5485], [1.6498, 1.3355, -0.7616], [-2.4346, 1.3025, 1.9323], [0.5659, 1.8866, -1.0557], [1.6318, -1.5579, -0.2284], [-4.0702, 4.2765, -3.9797], [3.3402, -2.8532, 2.7687], [0.2323, 3.1468, -1.7513], [5.7882, -3.3862, 1.0573], [-2.8562, 2.8429, 0.8638], [2.3146, -1.6540, 0.7404], [2.4317, -6.0013, 3.3521], [-5.7535, -0.4260, -2.5624], [-3.5344, -0.2496, -0.3425], [-1.0397, -1.0610, 1.0747], [2.0158, 1.9390, 0.0419], [1.0759, 3.4186, -1.2293], [-1.4437, -3.0794, 2.5757], [3.9933, 4.4514, 0.3352], [0.1821, -1.7856, 4.0630], [1.6623, 4.4690, -3.8079], [1.0784, 2.0667, -2.1686], [-0.4105, -0.8485, 1.0381], [-0.9754, 2.7168, -2.9866], [-0.7325, -3.2789, 4.6339], [-2.4824, -3.0887, -1.2403], [-0.8041, -0.8942, -0.0136], [1.4523, 0.4677, 0.5271], [-1.5975, -1.1557, -3.0861], [0.2260, 1.1872, -0.7554], [-0.5496, 0.7470, 3.1964], [7.3032, 1.0863, -5.3576], [-4.1447, 0.8779, 3.9058], [0.8550, 0.2025, -2.5592], [-3.1338, -1.9591, 1.8623], [-0.7283, -5.3763, 0.7370], [4.2732, 4.7370, -2.7400], [-3.0531, 1.1227, 2.2584], [0.0486, -2.4918, -0.7856], [-1.0136, 0.4161, 0.3588], [0.0151, -0.5551, -0.1982], [-0.2661, -0.0487, 0.2659], [1.2470, -1.0395, -0.5795], [3.5011, -3.8699, 1.4322], [-5.8757, 4.2235, -3.2711], [-0.1562, 4.4523, -1.1971], [2.3082, -3.7024, 1.3295], [-6.0563, -0.8883, 1.9951], [6.1001, -2.3068, -2.0748], [0.7365, -0.3432, 1.8713], [0.2513, 0.0840, 0.1206], [1.3226, 1.9855, -2.7024], [-2.9573, 1.4310, 2.9057], [1.3311, 4.0636, -2.2909], [-1.7166, -5.4178, 1.3852], [1.9003, 6.5436, -1.8741], [-0.6859, -7.2980, 0.5990], [1.0462, -1.4959, -1.3630], [-0.6612, -0.2045, 1.0542], [-0.6155, -0.2431, 2.9035], [3.2984, 7.0268, -2.0870], [-0.2704, 0.4686, 0.5583], [-1.1759, 0.7576, 1.0998], [-1.5819, -3.2006, -1.2290], [-0.7074, -1.0898, 1.2920], [-0.0054, 2.5045, 3.5426], [2.5167, -1.0562, 9.8251], [-4.2822, 1.7925, 2.2531], [-0.8445, 0.1540, 1.7028], [-0.7079, 1.1333, -1.1605], [2.8786, -1.7819, -2.9367], [-2.4647, -1.3119, -0.5530], [-2.0351, 0.9324, -7.6562], [0.9270, 0.7914, -0.9905], [0.4315, -0.8225, 0.5122], [1.0009, -2.1369, -2.6811], [2.2637, -0.2224, -1.9839]], "lowdin_charge": [0.147, -0.521, 0.045, 0.084, -0.399, 0.085, 0.010, 0.046, 0.116, 0.103, 0.094, 0.169, 0.052, -0.388, 0.139, 0.004, -0.457, 0.086, 0.067, -0.015, 0.039, 0.157, 0.177, 0.129, 0.051, -0.345, 0.124, 0.015, -0.373, 0.019, 0.021, -0.033, 0.105, 0.091, 0.160, 0.177, 0.084, -0.415, 0.087, 0.032, -0.422, 0.011, 0.033, 0.073, 0.069, 0.167, 0.153, 0.128, 0.009, -0.367, 0.042, 0.046, -0.431, 0.059, 0.035, 0.028, 0.165, 0.128, 0.145, 0.153, 0.052, -0.401, 0.054, 0.051, -0.402, 0.078, 0.090, 0.003, 0.182, 0.094, 0.128, 0.081, 0.093, -0.393, 0.113, 0.028, -0.390, 0.058, 0.071, 0.048, 0.044, 0.145, 0.096, 0.087, 0.107, -0.412, 0.094, 0.073, -0.505, 0.113, 0.036, 0.057, 0.128, 0.093, 0.172, 0.059, 0.039, -0.382, 0.079, 0.072, -0.450, 0.104, 0.050, 0.012, 0.111, 0.117, 0.178, 0.075, -0.009, -0.403, -0.047, -0.053, 0.099, 0.004, 0.052, 0.050, 0.079, 0.069, 0.117, 0.023]}